15
Properties=species:S:1:pos:R:3:forces:R:3:nbo_charge:R:1 method="wB97M-V/def2-TZVPD" e_tot_ev=-17626.099 charge=0 orbital_gap_ev=6.50 lumo_ev=-3.06 homo_energy_ev=-9.552 de_lowest_kj_mol=396.1 max_force_ev_per_a=1.5
H 0.6287 -0.1369 -2.0934 0.01 0.02 0.01 0.231
H -0.4959 -0.7166 1.3361 0.31 0.24 0.25 0.390
H 2.0263 -0.6918 -1.1948 0.12 0.09 0.09 0.217
C 0.5923 0.4190 -0.0224 0.13 0.37 -0.40 -0.098
C 1.5023 1.0430 1.0129 -0.29 -0.11 0.63 -0.066
O 0.8507 1.2137 2.2678 -0.11 -0.05 0.10 -0.723
H 1.8814 1.0203 -1.6666 0.05 0.08 0.07 0.216
H -0.5574 -1.2917 -0.1648 0.18 -1.20 -0.85 0.310
H 0.1919 1.9123 2.2066 0.04 0.04 -0.10 0.466
H 1.9019 1.9942 0.6675 0.08 0.06 -0.26 0.175
S -2.1565 -1.0730 -1.0744 0.45 0.25 0.54 -0.209
C 1.3385 0.1463 -1.3135 -0.12 -0.34 -0.29 -0.624
H -0.2106 1.1283 -0.2677 -0.03 -0.07 0.30 0.185
N 0.0822 -0.8494 0.5092 -1.10 0.73 -0.03 -0.658
H 2.3203 0.3653 1.2268 0.28 -0.10 -0.06 0.188



20
Properties=species:S:1:pos:R:3:forces:R:3:nbo_charge:R:1 method="wB97M-V/def2-TZVPD" e_tot_ev=-8931.423 charge=0 orbital_gap_ev=8.26 lumo_ev=0.79 homo_energy_ev=-7.466 de_lowest_kj_mol=249.7 smiles="CC(C)=C(C)N.O" max_force_ev_per_a=5.2
O 4.7481 -0.1632 -1.1812 0.38 0.71 0.52 -0.934
H 1.1987 -1.4269 1.5680 -0.27 -0.83 0.08 0.205
C 0.9404 -0.4522 1.2091 -1.98 2.16 0.23 -0.653
H 3.9055 0.0188 -1.5942 -0.34 -0.04 -0.20 0.467
H 0.6143 0.1873 2.0883 0.45 -0.94 -0.78 0.215
H -1.5350 -0.0736 2.3615 0.89 -2.53 1.55 0.374
C -0.0831 -1.1662 -1.1439 -1.65 0.64 0.26 -0.650
H -2.5074 2.1418 -0.5363 0.58 0.93 -0.18 0.222
C -0.3049 -0.3331 0.1297 1.78 1.76 0.44 -0.058
H 0.8284 -1.6826 -0.9627 0.72 -0.65 -0.32 0.215
H -2.7037 0.9279 1.8619 -0.54 0.31 0.20 0.367
H 4.9577 0.6748 -0.7241 -0.06 -0.67 -0.30 0.468
H -0.9296 -1.9016 -1.1605 0.81 0.34 -0.20 0.212
C -1.3309 0.5654 0.3851 0.23 -3.37 -0.04 0.179
H -3.3162 0.7668 -0.4298 -1.34 -1.06 0.40 0.208
C -2.3463 1.0914 -0.6838 0.89 -0.40 0.98 -0.663
H 1.9324 0.0153 0.9494 -1.16 -0.34 -0.70 0.215
H -2.2459 0.8685 -1.7601 0.75 0.01 0.72 0.233
H -0.0634 -0.6937 -2.1508 0.05 0.08 0.77 0.215
N -1.7590 0.6354 1.7741 -0.18 3.90 -3.44 -0.836



56
Properties=species:S:1:pos:R:3:forces:R:3:nbo_charge:R:1 method="wB97M-V/def2-TZVPD" e_tot_ev=-78325.084 charge=+2 orbital_gap_ev=6.87 lumo_ev=-6.74 homo_energy_ev=-13.615 de_lowest_kj_mol=0.0 max_force_ev_per_a=1.4
C 3.4748 -1.4071 0.1140 -0.03 -0.01 -0.05 0.095
H 2.1026 4.5867 -3.1134 -0.05 0.01 -0.03 0.266
C -2.4037 -4.1560 -1.9823 0.12 0.06 0.04 -0.200
C -2.4231 3.3915 4.9208 0.01 0.01 0.00 -0.186
C -1.5333 -0.8746 1.9605 -0.20 -0.02 -0.18 0.404
C 3.1328 0.6402 -0.9229 0.39 -0.01 0.21 0.245
F -1.4973 -5.9925 -0.7186 -0.09 0.08 -0.10 -0.299
N 5.8757 3.0508 -0.4229 0.19 -0.08 0.15 -0.595
C -1.3453 -3.2740 -1.7328 -0.26 0.16 -0.20 0.115
C -1.1437 1.8568 3.5734 -0.06 -0.28 -0.05 -0.255
C 5.1597 0.2581 0.3300 -0.09 0.08 -0.08 -0.064
C -1.2610 3.0667 4.2403 -0.02 0.00 0.00 -0.184
C -2.4055 -1.6296 -3.0197 0.08 0.03 0.04 0.092
C 1.8000 3.5775 -2.8651 0.08 -0.10 0.09 -0.059
S 0.0699 -3.6313 -0.7611 0.47 -0.32 0.22 -0.329
H -0.2167 1.6054 3.0905 0.13 -0.05 -0.11 0.225
S 5.8453 4.5277 -1.0466 0.08 0.08 0.00 1.048
C 4.7107 -1.0114 0.6087 0.09 -0.02 0.07 -0.224
C -2.5304 -5.5708 -1.4452 -0.02 -0.08 0.11 0.980
N 2.7031 -0.6144 -0.6304 0.73 0.25 0.00 -0.636
C 4.7559 2.4530 -0.7845 -0.31 0.39 -0.35 0.167
C 4.3641 1.1099 -0.4469 -0.23 -0.31 0.00 -0.098
C -3.4599 -3.7329 -2.7770 0.14 0.02 0.07 -0.052
H -4.2808 -2.1008 -3.9224 0.01 -0.01 -0.01 0.257
C -3.3769 1.2883 4.2666 -0.08 -0.08 -0.13 -0.248
H 6.1118 0.6253 0.6911 0.01 -0.05 0.02 0.265
C -2.2130 0.9675 3.5750 0.00 0.39 0.07 0.189
C 2.2729 1.4893 -1.7479 -0.01 0.36 -0.18 0.169
H -4.2110 0.5950 4.2809 0.01 -0.01 -0.01 0.219
C 0.2998 1.7364 -2.9378 -0.02 -0.04 -0.02 0.101
H -4.3902 2.7381 5.4666 -0.01 -0.04 0.00 0.238
N -2.1909 -0.3356 2.9792 0.12 -0.04 0.02 -0.548
N 1.0963 0.9738 -2.1889 0.31 0.50 -0.18 -0.621
N -1.3704 -2.0173 -2.2578 -0.55 -0.37 -0.41 -0.676
F -2.6988 -6.4239 -2.4615 -0.01 0.02 0.03 -0.302
H -0.4247 3.7525 4.2374 0.00 -0.01 0.01 0.228
H -2.4975 4.3295 5.4534 -0.02 0.00 -0.02 0.236
H -1.1382 -2.6728 1.0741 -0.02 0.05 -0.07 0.431
N -1.7116 -2.1766 1.7471 0.00 -0.16 0.06 -0.764
C 3.9165 3.2815 -1.5814 0.41 -0.31 0.34 0.082
S -0.5752 0.0657 0.8681 0.14 0.21 0.06 -0.352
H -2.3671 -0.6187 -3.4063 -0.01 0.01 -0.01 0.207
C -3.4816 2.4955 4.9332 0.02 0.06 0.04 -0.177
H -4.2744 -4.4182 -2.9757 -0.02 0.03 -0.02 0.260
C 2.6539 2.7981 -2.0749 -0.28 -0.22 -0.06 -0.058
Y 0.5401 -1.1154 -1.2825 -1.02 -0.44 0.80 2.000
H 5.2980 -1.6978 1.2014 -0.02 -0.01 0.00 0.261
N 4.4288 4.4789 -1.7966 -0.10 0.21 -0.13 -0.577
F -3.6286 -5.6443 -0.6670 0.08 0.01 -0.06 -0.315
H -0.0749 3.6096 -3.9101 -0.01 -0.02 0.00 0.261
H -0.6299 1.2863 -3.2681 -0.01 0.02 0.00 0.210
C 0.6102 3.0398 -3.2993 -0.01 0.08 -0.04 -0.228
H -2.8320 -0.9655 3.4427 0.05 -0.05 0.07 0.411
H -2.2618 -2.7404 2.3780 0.04 0.01 0.05 0.413
C -3.4670 -2.4518 -3.3054 -0.13 0.04 -0.08 -0.257
H 3.0937 -2.4013 0.3200 0.00 0.00 0.00 0.227



47
Properties=species:S:1:pos:R:3:forces:R:3:lowdin_charge:R:1 method="wB97M-V/def2-TZVPD" e_tot_ev=-267734.860 charge=+3 orbital_gap_ev=2.60 lumo_ev=-14.57 homo_energy_ev=-17.171 de_lowest_kj_mol=211.8 max_force_ev_per_a=7.1
H -3.2555 3.1435 -2.7764 -0.81 -4.11 0.91 -0.206
O 0.3683 -3.4494 0.2943 1.52 0.18 2.40 -0.239
H -0.3314 0.9977 -0.2187 0.46 0.49 0.40 0.075
P 2.3337 0.7429 -1.9146 -0.05 1.16 -1.72 0.707
C -2.6983 2.2659 -2.3048 -0.90 -1.36 1.01 -0.234
C 2.0365 -1.5843 1.7519 0.09 0.24 -0.18 -0.401
H 0.6321 -0.8998 0.2252 0.64 0.15 0.20 0.116
C -3.7217 1.2524 -1.6686 0.89 -0.43 0.49 -0.178
H 1.7848 -1.0881 2.7173 0.00 -0.38 -0.63 0.127
H -2.5757 -1.0911 0.8248 -0.27 0.46 -0.44 0.097
Br 3.7033 -3.8237 1.0516 -0.65 -0.03 0.12 1.028
H -4.4612 0.9221 -2.4200 0.35 0.32 0.43 0.123
H 2.2499 1.5707 0.7452 -0.30 -0.57 0.08 0.116
H -0.8648 1.2225 2.8180 -0.14 0.03 -0.62 0.126
H -4.2328 1.6900 -0.7852 0.07 0.08 -0.86 0.118
C -2.5014 1.0477 1.2772 0.23 -0.13 0.21 -0.172
C -1.0350 0.8230 1.7982 0.01 0.09 -0.78 -0.182
H -3.4719 -0.8940 -1.5338 0.73 0.35 0.16 0.119
C 2.5723 -0.6884 -0.6795 -0.63 -2.18 0.85 -0.459
O 0.8126 0.5426 -2.6268 1.84 -0.59 1.43 -0.325
C 1.6482 -0.5981 0.5741 -0.72 0.73 -0.19 -0.316
C 1.4578 0.8871 1.1215 -0.66 0.15 0.02 -0.130
C -2.9408 -0.0207 -1.0971 -0.98 0.09 -0.15 -0.185
H -0.0317 2.5102 0.7276 0.06 -0.67 0.13 0.134
C 3.5347 -2.0019 1.8462 0.22 0.77 1.43 -0.629
C -3.0681 -0.1608 0.4546 0.03 0.19 0.16 -0.187
Br 3.7948 0.4452 -3.6088 -1.07 -0.19 1.17 0.531
Br -0.5054 -3.0780 3.3233 1.49 -0.48 -1.23 0.612
P 1.1034 -3.2137 1.7517 -1.47 0.97 -1.06 0.682
H -2.0579 1.7410 -3.0464 -0.42 0.64 0.16 0.102
O 4.9223 0.5608 -0.5104 -2.27 -2.53 1.70 -0.295
O 4.4516 -1.0490 1.3683 -1.53 -1.09 -1.04 -0.176
In -2.5836 4.6650 -3.0616 1.46 4.37 -1.04 1.186
H -4.1482 -0.3111 0.6710 0.63 0.23 -0.08 0.126
O 5.0599 -1.7726 -1.0923 -2.40 0.36 2.62 -0.261
S 4.3489 -0.7862 -0.2667 4.69 3.28 -4.23 0.652
H -2.0623 2.6498 -1.4717 -0.21 0.05 -0.62 0.054
H 1.5115 0.9178 2.2294 0.22 -0.02 -0.59 0.126
H 2.3197 -1.6482 -1.2028 0.45 0.59 0.15 0.122
H -1.8914 -0.0005 -1.4628 -0.49 -0.15 0.26 0.076
H 3.7711 -2.1317 2.9212 0.21 -0.16 -0.77 0.146
C 0.0003 1.4012 0.7668 0.12 -0.89 0.53 -0.177
H -0.8564 -0.2803 1.8771 -0.15 0.61 -0.03 0.066
H 0.4087 -0.2840 -2.3195 -0.27 -0.05 -0.39 0.051
H 0.1162 -4.3859 0.1800 -0.26 -0.03 -0.28 0.117
H -3.1429 1.3088 2.1439 0.23 -0.31 -0.61 0.126
H -2.5046 1.9331 0.6082 0.02 -0.25 0.53 0.090